Entry 1:
This record from the Open Molecules 2025 dataset describes C20H15BrO4Rh as an isolated structure. The level of theory is ωB97M-V with the def2-TZVPD basis set.

## Properties
Kohn-Sham gap (spin up / spin down), eV: 9.0219 / 6.1342
LUMO (spin up / spin down), eV: -3.277 / -6.223
F_max, eV/Å: 0.10
Relative energy (zero: lowest compared OMol25 entry of this formula, charge and spin), kJ/mol: 0.0
Charge: +1
Multiplicity: 5
E_tot, eV: -102215.72166

CARTESIAN COORDINATES (ANGSTROEM)
Rh (-0.78, 0.51, 1.43)
C (0.85, 1.78, 2.98)
C (1.03, 0.40, 3.12)
C (0.02, -0.39, 3.68)
C (-1.17, 0.21, 4.12)
C (-1.34, 1.58, 4.00)
C (-0.34, 2.37, 3.43)
H (1.63, 2.38, 2.53)
H (1.95, -0.06, 2.77)
H (0.15, -1.46, 3.76)
H (-1.96, -0.41, 4.53)
H (-2.26, 2.04, 4.32)
H (-0.48, 3.44, 3.33)
O (0.89, 0.19, 0.09)
C (0.52, -1.02, -0.13)
O (-0.46, -1.44, 0.57)
C (1.18, -1.85, -1.13)
C (2.29, -1.35, -1.81)
C (2.89, -2.13, -2.78)
C (2.38, -3.39, -3.08)
C (1.27, -3.88, -2.40)
C (0.67, -3.11, -1.42)
H (2.68, -0.37, -1.57)
H (3.76, -1.76, -3.32)
H (2.85, -3.99, -3.85)
H (0.87, -4.86, -2.64)
H (-0.20, -3.47, -0.89)
Br (-0.48, -0.47, -4.22)
C (-0.78, 0.69, -2.77)
C (0.08, 1.78, -2.58)
C (-0.12, 2.64, -1.52)
C (-1.16, 2.41, -0.62)
C (-2.02, 1.32, -0.83)
C (-1.84, 0.47, -1.92)
C (-3.14, 1.07, 0.13)
O (-4.28, 0.88, -0.16)
O (-2.68, 1.05, 1.40)
H (0.89, 1.94, -3.27)
H (0.53, 3.49, -1.39)
H (-1.37, 3.11, 0.17)
H (-2.52, -0.35, -2.08)

Entry 2:
This record from the Open Molecules 2025 dataset describes C24H25AsIrN4OS as an isolated structure. The level of theory is ωB97M-V with the def2-TZVPD basis set.

## Properties
Kohn-Sham gap (spin up / spin down), eV: 6.9502 / 5.1569
LUMO (spin up / spin down), eV: -6.348 / -9.173
F_max, eV/Å: 0.91
Relative energy (zero: lowest compared OMol25 entry of this formula, charge and spin), kJ/mol: 5.0
Charge: +2
Multiplicity: 6
E_tot, eV: -107793.77746

CARTESIAN COORDINATES (ANGSTROEM)
Ir (0.00, 0.64, 0.26)
C (5.08, 1.26, -4.68)
C (4.24, 0.04, -4.26)
C (2.83, 0.20, -4.83)
C (4.86, -1.25, -4.84)
C (4.24, -0.06, -2.75)
C (5.51, -0.23, -2.08)
C (5.65, -0.35, -0.72)
C (4.49, -0.29, 0.05)
S (4.31, -0.41, 1.74)
C (2.59, -0.20, 1.56)
N (2.19, -0.06, 0.28)
C (3.21, -0.10, -0.58)
C (3.11, 0.01, -1.99)
C (1.68, -0.14, 2.62)
C (2.07, -0.44, 3.96)
C (1.13, -0.44, 4.94)
C (-0.21, -0.12, 4.61)
C (-0.60, 0.20, 3.32)
C (0.33, 0.22, 2.29)
H (5.07, 1.35, -5.76)
H (6.12, 1.16, -4.37)
H (4.68, 2.18, -4.25)
H (2.89, 0.26, -5.91)
H (2.35, 1.11, -4.47)
H (2.20, -0.66, -4.58)
H (4.85, -1.19, -5.93)
H (4.30, -2.13, -4.54)
H (5.90, -1.38, -4.53)
H (6.41, -0.28, -2.68)
H (6.62, -0.49, -0.26)
H (2.13, 0.13, -2.43)
H (3.09, -0.71, 4.19)
H (1.39, -0.69, 5.96)
H (-0.96, -0.13, 5.40)
H (-1.64, 0.45, 3.13)
C (-2.95, 2.54, -1.82)
As (-2.99, 0.64, -1.64)
C (-4.68, 0.11, -0.95)
C (-2.67, -0.18, -3.33)
O (-1.81, 0.13, -0.54)
H (-3.79, 2.87, -2.42)
H (-2.02, 2.83, -2.31)
H (-3.01, 2.97, -0.83)
H (-5.46, 0.35, -1.67)
H (-4.86, 0.65, -0.02)
H (-4.66, -0.96, -0.76)
H (-3.42, 0.15, -4.05)
H (-2.72, -1.26, -3.20)
H (-1.68, 0.11, -3.66)
N (0.60, 2.62, -0.15)
C (0.69, 3.74, 0.09)
C (0.80, 5.12, 0.39)
C (1.34, 6.01, -0.56)
N (1.79, 6.72, -1.35)
C (0.35, 5.56, 1.65)
N (-0.04, 5.92, 2.68)

> The highest relative energy (zero: lowest compared OMol25 entry of this formula, charge and spin) belongs to which entry?

C24H25AsIrN4OS

> The highest charge belongs to which entry?

C24H25AsIrN4OS